{
  "formula": "C5H8O2",
  "method": "the ωB97M-V functional and the def2-TZVPD basis",
  "symbols": ["O", "O", "C", "C", "C", "C", "C", "H", "H", "H", "H", "H", "H", "H", "H"],
  "coordinates": [[-1.2140, -0.1926, -0.7146], [2.0587, -1.0171, 0.0456], [-1.6560, -0.5807, 0.6334], [-0.3671, -1.0323, 0.1178], [-0.7072, 1.3869, -0.3246], [0.7667, 1.0796, -0.2855], [0.9233, -0.2777, 0.4395], [1.0118, -0.1612, 1.5229], [-1.0202, 1.8777, -1.2511], [-1.6791, 0.2072, 1.3870], [-2.5404, -1.1880, 0.5330], [1.2565, 1.8782, 0.2835], [1.2853, 0.9942, -1.2605], [-0.2763, -2.0614, -0.2158], [2.1580, -0.9130, -0.9106]],
  "forces_ev_per_angstrom": [[-0.538, 0.578, 0.693], [0.034, -0.012, -0.231], [-0.308, -0.457, 0.108], [0.176, -0.202, 0.209], [0.307, 0.482, -0.196], [0.160, 0.053, -0.019], [-0.254, 0.128, 0.200], [-0.028, 0.081, -0.123], [0.250, -0.035, -0.117], [-0.019, -0.058, -0.647], [0.012, -0.491, 0.247], [0.053, -0.164, -0.124], [-0.006, -0.052, 0.059], [0.094, 0.164, -0.220], [0.067, -0.016, 0.162]],
  "lowdin_charge": [-0.10, -0.03, -0.04, -0.16, -0.05, -0.21, -0.33, 0.16, 0.04, 0.12, 0.12, 0.12, 0.11, 0.16, 0.09],
  "orbital_gap_ev": 7.991,
  "max_force_ev_per_a": 1.1,
  "e_lumo_ev": 0.9
}